No. 1
A cluster of 3 separate species, C12H20F2I2N2O13P2S3 in total, computed with ωB97M-V with the def2-TZVPD basis set.

```
56
Properties=species:S:1:pos:R:3
O 2.559 3.780 3.852
C 2.966 3.854 2.653
I 4.252 5.479 2.013
C 2.434 2.649 1.685
C 0.973 3.092 1.187
I 1.481 4.444 -0.528
N 0.194 4.066 2.039
C -0.979 4.381 1.157
O -1.475 5.471 0.833
C -1.411 2.852 0.709
P -2.539 3.189 -0.778
O -1.828 4.061 -1.846
O -3.911 4.105 -0.280
O -3.190 1.778 -1.493
S -2.493 2.359 2.141
O -3.695 1.535 1.713
O -1.753 1.753 3.293
F -3.149 3.815 2.723
C -0.022 2.026 0.473
C 0.022 0.482 0.865
O 1.053 -0.137 1.273
N -1.201 -0.322 0.695
C -1.527 -1.138 1.867
O -2.374 -2.053 1.708
F -0.941 -1.023 3.149
P 0.614 1.952 -1.366
O 2.137 1.134 -1.419
O -0.424 0.904 -2.294
H 2.459 1.712 2.340
H 3.154 2.584 0.785
H -0.035 3.623 2.946
H -3.714 5.066 -0.439
H -3.640 1.213 -0.821
H -2.003 0.222 0.346
H 2.489 0.971 -0.512
H 0.165 0.307 -2.839
C 2.487 -3.098 -4.568
S 2.759 -1.349 -4.215
O 1.638 -0.890 -3.339
C 2.409 -0.767 -5.889
H 2.616 -3.662 -3.643
H 1.475 -3.249 -4.947
H 3.219 -3.438 -5.303
H 1.402 -1.065 -6.184
H 3.143 -1.185 -6.580
H 2.483 0.322 -5.899
C -1.751 -7.054 2.750
S -1.374 -5.887 1.424
O -0.918 -6.682 0.244
C 0.095 -5.188 2.208
H -2.626 -7.637 2.459
H -0.904 -7.725 2.908
H -1.972 -6.504 3.667
H 0.826 -5.976 2.400
H -0.187 -4.701 3.143
H 0.529 -4.449 1.532
```

Summary:
HOMO level	-7.97	eV
net charge	0
largest force on an atom	6.20	eV/Å

Atomic partial charges in e from the Löwdin method, atoms 1 to 6: atom 1 (O): -0.06, atom 2 (C): -0.77, atom 3 (I): 0.79, atom 4 (C): -0.18, atom 5 (C): -0.61, atom 6 (I): 1.07



No. 2
A cluster of 4 separate species, C12H20F2N2O8 in total, computed with ωB97M-V with the def2-TZVPD basis set.

```
44
Properties=species:S:1:pos:R:3
O -2.945 2.274 0.296
C -1.852 1.934 0.593
O -1.276 2.246 1.784
C 0.005 1.617 1.901
C 0.294 1.271 0.431
F 0.850 0.030 0.373
O -0.974 1.232 -0.146
H 0.785 2.127 2.460
H -0.220 0.722 2.490
H 0.927 1.997 -0.075
O 0.003 -4.648 -3.943
C 0.266 -3.678 -3.317
O 0.735 -3.652 -2.073
C 0.767 -2.308 -1.558
C 0.607 -1.479 -2.855
F 1.827 -0.999 -3.258
O 0.064 -2.390 -3.742
H -0.051 -2.260 -0.854
H 1.815 -2.122 -1.323
H -0.057 -0.645 -2.623
C -4.472 -0.525 -0.808
N -4.835 -1.496 -1.835
C -3.932 -2.004 -2.694
C -4.426 -3.122 -3.602
O -2.820 -1.535 -2.899
H -4.576 0.500 -1.154
H -3.444 -0.610 -0.453
H -5.079 -0.788 0.057
H -5.708 -1.979 -1.740
H -3.756 -3.979 -3.598
H -4.521 -2.746 -4.621
H -5.421 -3.515 -3.363
C 4.672 3.280 5.209
N 4.612 2.970 3.802
C 3.777 2.082 3.232
C 4.082 1.787 1.754
O 2.811 1.585 3.799
H 4.553 2.367 5.800
H 3.775 3.829 5.526
H 5.529 3.819 5.597
H 5.177 3.557 3.213
H 4.962 1.163 1.623
H 4.235 2.781 1.322
H 3.236 1.307 1.272
```

Summary:
HOMO level	-9.64	eV
energy relative to the best compared isomer or geometry (same formula, charge and spin)	0.0	kcal/mol
structure (SMILES)	O=C1OC[C@@H](F)O1.O=C1OC[C@@H](F)O1.CNC(C)=O.CNC(C)=O
net charge	0
largest force on an atom	2.40	eV/Å

Atomic partial charges in e from the Löwdin method, atoms 1 to 6: atom 1 (O): 0.18, atom 2 (C): -0.55, atom 3 (O): 0.06, atom 4 (C): -0.04, atom 5 (C): -0.30, atom 6 (F): 0.06



No. 3
A structure of composition C12H20INO9, computed with ωB97M-V with the def2-TZVPD basis set.

```
43
Properties=species:S:1:pos:R:3
C -0.506 -0.295 -0.030
C 0.175 -1.480 -0.697
O -0.577 -2.015 -1.746
C 1.602 -1.015 -1.182
N 1.884 -1.492 -2.548
C 1.615 -0.544 -3.530
O 2.459 -0.190 -4.338
O 0.373 -0.047 -3.534
I 0.419 2.039 -3.263
H -1.241 -0.598 0.701
H -1.045 0.257 -0.797
H 0.219 0.381 0.400
H 0.353 -2.287 -0.002
H -1.190 -1.361 -2.079
H 1.673 0.068 -1.132
H 2.320 -1.419 -0.481
H 2.879 -1.651 -2.616
C -0.440 -6.732 3.112
C 0.246 -5.542 2.486
C 1.367 -4.957 3.317
O 1.343 -3.577 2.932
C 0.079 -3.288 2.532
O -0.329 -2.194 2.338
O -0.648 -4.420 2.382
H -1.129 -7.191 2.405
H 0.287 -7.483 3.420
H -1.028 -6.424 3.977
H 0.593 -5.791 1.480
H 2.334 -5.400 3.095
H 1.179 -5.025 4.391
C -1.385 7.767 -0.527
C -1.612 6.363 -1.027
C -1.261 5.276 -0.038
O -0.874 4.197 -0.912
C -0.441 4.746 -2.038
O 0.146 4.136 -2.901
O -0.719 6.040 -2.123
H -1.792 8.494 -1.228
H -1.866 7.916 0.439
H -0.320 7.976 -0.434
H -2.637 6.250 -1.388
H -2.097 4.982 0.589
H -0.410 5.531 0.595
```

Summary:
HOMO level	-8.48	eV
net charge	0
largest force on an atom	2.72	eV/Å

Atomic partial charges in e from the Löwdin method, atoms 1 to 6: atom 1 (C): -0.05, atom 2 (C): -0.41, atom 3 (O): -0.03, atom 4 (C): -0.13, atom 5 (N): 0.07, atom 6 (C): -0.77



No. 4
A structure of composition C12H20MgN2O2, computed with ωB97M-V with the def2-TZVPD basis set.

```
37
Properties=species:S:1:pos:R:3
C 0.295 1.754 -0.842
C -0.076 -1.029 -2.162
C 1.343 1.961 -1.759
H 0.168 2.368 0.050
C 1.178 -1.319 -1.661
H -0.756 -1.878 -2.300
H 0.892 2.203 -2.752
H 1.374 -2.369 -1.389
C 2.435 0.944 -2.155
H 3.424 1.401 -1.985
H 2.367 0.825 -3.244
C -0.974 1.333 -1.525
H -1.458 2.175 -2.065
H -1.756 0.920 -0.848
C -0.649 0.266 -2.674
H -0.024 0.719 -3.467
H -1.620 0.031 -3.151
C 2.433 -0.466 -1.556
H 3.254 -1.032 -2.032
H 2.762 -0.413 -0.498
Mg 0.118 -0.380 -0.321
H 1.670 2.995 -1.467
C -0.345 -0.424 4.033
C -0.493 -0.600 2.563
N 0.498 -0.173 1.782
O 1.416 0.533 2.600
C -1.682 -1.086 1.933
C -2.912 -1.519 2.651
N -1.678 -1.085 0.567
O -2.728 -1.461 -0.043
H 0.709 -0.450 4.320
H -0.901 -1.207 4.562
H -0.760 0.552 4.335
H 2.146 0.798 2.017
H -3.751 -0.851 2.409
H -3.180 -2.539 2.344
H -2.743 -1.499 3.732
```

Summary:
HOMO level	-6.39	eV
energy relative to the best compared isomer or geometry (same formula, charge and spin)	26.3	kcal/mol
net charge	0
largest force on an atom	7.14	eV/Å

Atomic partial charges in e from the Löwdin method, atoms 1 to 6: atom 1 (C): -0.33, atom 2 (C): -0.13, atom 3 (C): -0.32, atom 4 (H): 0.09, atom 5 (C): -0.14, atom 6 (H): 0.14



No. 5
A cluster of 2 separate species, C12H20N in total, computed with ωB97M-V with the def2-TZVPD basis set.

```
33
Properties=species:S:1:pos:R:3
C -2.399 -1.583 1.368
C -0.981 -1.983 1.489
C -2.862 -0.772 0.412
C -0.156 -1.564 0.509
C -2.004 -0.323 -0.721
C 1.312 2.424 0.352
C -0.193 1.450 1.803
C 2.044 0.428 2.105
C 1.644 -1.004 -1.915
C -0.336 0.157 -2.743
C 1.074 1.404 1.419
C 0.234 -0.665 -1.628
N -0.621 -0.932 -0.644
H -3.223 -1.911 2.084
H -0.576 -2.456 2.283
H -3.838 -0.382 0.208
H 0.855 -1.725 0.441
H -2.399 -0.641 -1.600
H 2.204 2.910 0.440
H 1.510 1.915 -0.547
H 0.491 3.195 0.195
H -1.970 0.695 -0.611
H -0.669 0.912 2.704
H -0.816 2.048 1.263
H 1.529 -0.210 2.860
H 2.437 -0.359 1.480
H 2.990 0.934 2.332
H 2.240 -0.161 -1.944
H 2.013 -1.686 -1.169
H 1.970 -1.333 -2.965
H -1.190 -0.207 -3.193
H 0.505 0.330 -3.551
H -0.820 1.096 -2.517
```

Summary:
HOMO level (alpha / beta)	-12.21 / -12.21	eV
energy relative to the best compared isomer or geometry (same formula, charge and spin)	87.8	kcal/mol
net charge	+1
largest force on an atom	4.75	eV/Å

Atomic partial charges in e from the Löwdin method, atoms 1 to 6: atom 1 (C): -0.05, atom 2 (C): 0.02, atom 3 (C): -0.04, atom 4 (C): -0.06, atom 5 (C): -0.07, atom 6 (C): -0.06



No. 6
An isolated molecule of C12H20N4O2S, computed with ωB97M-V with the def2-TZVPD basis set.

```
39
Properties=species:S:1:pos:R:3
C 5.231 0.848 0.946
C 5.301 -0.413 0.095
C 4.411 -0.320 -1.152
C 2.963 -0.229 -0.782
C 2.258 0.970 -0.763
N 0.994 1.063 -0.399
C 0.385 -0.071 -0.032
N -0.890 0.018 0.413
C -1.655 1.232 0.245
C -2.642 1.066 -0.919
N -3.425 -0.136 -0.782
S -4.985 -0.031 -0.256
C -4.963 0.251 1.542
O -5.556 1.134 -0.859
O -5.592 -1.309 -0.475
C -2.676 -1.343 -0.535
C -1.690 -1.165 0.628
N 0.959 -1.281 -0.027
C 2.223 -1.342 -0.394
H 5.554 1.715 0.372
H 4.214 1.024 1.289
H 5.875 0.755 1.817
H 6.333 -0.581 -0.221
H 4.989 -1.273 0.693
H 4.696 0.560 -1.733
H 4.572 -1.207 -1.769
H 2.725 1.903 -1.058
H -2.192 1.431 1.179
H -0.960 2.046 0.043
H -2.079 1.008 -1.857
H -3.344 1.898 -0.977
H -4.453 1.183 1.745
H -4.483 -0.590 2.023
H -5.999 0.316 1.850
H -2.114 -1.595 -1.441
H -3.400 -2.132 -0.335
H -2.229 -1.048 1.575
H -1.018 -2.021 0.693
H 2.662 -2.333 -0.383
```

Summary:
HOMO level	-8.19	eV
energy relative to the best compared isomer or geometry (same formula, charge and spin)	0.0	kcal/mol
structure (SMILES)	CCCc1cnc(N2CCN(S(C)(=O)=O)CC2)nc1
net charge	0
largest force on an atom	1.01	eV/Å

Atomic partial charges in e from the Löwdin method, atoms 1 to 6: atom 1 (C): -0.11, atom 2 (C): -0.26, atom 3 (C): -0.18, atom 4 (C): -0.22, atom 5 (C): -0.08, atom 6 (N): 0.13



No. 7
A structure of composition C12H20N4O3, computed with ωB97M-V with the def2-TZVPD basis set.

```
39
Properties=species:S:1:pos:R:3
C 1.220 0.657 2.014
C 0.771 -0.684 1.299
C 0.650 1.955 1.412
C -0.926 2.095 1.015
C 1.316 3.174 2.320
C 2.413 3.805 1.471
C 0.802 -1.467 -1.074
C 0.895 -0.760 -2.461
C -0.478 -2.404 -0.702
C -1.739 -1.585 -0.720
C -2.544 -1.200 0.338
C -3.481 -0.565 -1.489
H 3.002 0.206 3.186
H 3.096 -0.093 0.980
H 0.871 0.722 3.120
H 1.231 2.209 0.509
H -1.324 1.213 0.588
H -1.477 2.232 2.008
H -1.145 3.061 0.229
H 0.349 3.818 2.934
H 1.804 2.435 3.318
H 3.231 3.053 1.638
H 2.898 4.849 1.822
H 2.197 3.925 0.487
H 0.785 0.592 -0.437
H 1.734 -2.008 -0.978
H -0.549 -3.251 -1.489
H -0.145 -2.558 0.370
H -2.461 -1.551 1.342
H -4.201 -0.297 -2.291
H -4.196 0.011 0.525
H -1.124 -1.225 -3.056
N 2.592 0.612 1.956
N 0.858 -0.554 -0.102
N -2.437 -1.322 -1.931
N -3.512 -0.439 -0.203
O 0.634 -1.787 1.876
O 1.922 -0.201 -2.798
O -0.115 -0.956 -3.251
```

Summary:
HOMO level	-8.85	eV
energy relative to the best compared isomer or geometry (same formula, charge and spin)	213.6	kcal/mol
net charge	0
largest force on an atom	10.07	eV/Å

Atomic partial charges in e from the Löwdin method, atoms 1 to 6: atom 1 (C): -0.48, atom 2 (C): -0.38, atom 3 (C): -0.34, atom 4 (C): -0.05, atom 5 (C): -0.23, atom 6 (C): -0.16



No. 8
An isolated molecule of C12H20N4O3S2, computed with ωB97M-V with the def2-TZVPD basis set.

```
41
Properties=species:S:1:pos:R:3
C -3.767 1.464 -1.638
C -4.182 1.544 -0.173
C -3.953 0.257 0.648
C -4.803 -0.922 0.166
C -4.630 -2.147 1.058
C -2.470 -0.033 0.713
O -1.749 0.371 1.596
N -1.952 -0.768 -0.326
C -0.625 -1.066 -0.394
N -0.092 -1.721 -1.380
N 1.213 -1.894 -1.233
C 1.682 -1.393 -0.148
S 3.389 -1.341 0.361
O 3.373 -1.421 1.792
O 4.144 -2.298 -0.382
N 3.729 0.216 -0.143
C 3.944 1.208 0.904
C 5.376 1.745 0.718
C 6.005 0.782 -0.292
C 4.797 0.348 -1.119
S 0.502 -0.592 0.855
H -2.699 1.290 -1.739
H -3.998 2.407 -2.128
H -4.306 0.679 -2.162
H -5.244 1.790 -0.117
H -3.629 2.354 0.308
H -4.247 0.486 1.678
H -4.570 -1.187 -0.867
H -5.850 -0.610 0.187
H -3.600 -2.497 1.049
H -4.898 -1.910 2.085
H -5.269 -2.958 0.716
H -2.534 -1.105 -1.080
H 3.804 0.721 1.869
H 3.198 2.002 0.799
H 5.347 2.754 0.305
H 5.921 1.772 1.659
H 6.419 -0.089 0.218
H 6.783 1.248 -0.893
H 4.513 1.120 -1.841
H 4.928 -0.604 -1.628
```

Summary:
HOMO level	-9.29	eV
energy relative to the best compared isomer or geometry (same formula, charge and spin)	2.1	kcal/mol
structure (SMILES)	CCC(CC)C(=O)Nc1nnc(S(=O)(=O)N2CCCC2)s1
net charge	0
largest force on an atom	1.82	eV/Å

Atomic partial charges in e from the Löwdin method, atoms 1 to 6: atom 1 (C): -0.09, atom 2 (C): -0.20, atom 3 (C): -0.26, atom 4 (C): -0.22, atom 5 (C): -0.09, atom 6 (C): -0.46